[1]
A structure of composition C35H44ClGe2N2O2PtSSi. Source: the OMol25 dataset; level of theory: ωB97M-V/def2-TZVPD.

XYZ file:
```
89
Properties=species:S:1:pos:R:3:forces:R:3
H -4.2215 2.7205 3.0008 0.002 -0.003 0.007
H 3.6789 -5.1652 -1.5980 -0.011 0.005 0.004
C 3.6766 -1.5691 0.1943 0.056 0.025 0.001
C 3.0819 1.1474 0.2008 0.054 0.012 0.092
H -2.3891 -0.1515 3.3598 0.017 0.011 -0.001
C -4.4745 2.9920 1.9752 -0.027 -0.045 0.030
C -4.9248 -0.2470 -0.4150 0.005 0.029 0.043
H -0.9922 -5.8955 -3.7548 0.001 0.001 0.000
H -3.0689 5.3570 1.7892 0.008 0.005 -0.019
H -5.0894 -0.7025 0.5564 0.011 0.003 -0.016
C -5.9777 0.4223 -1.0274 0.045 0.044 0.024
C -0.4801 0.5013 -5.5786 0.007 -0.033 -0.025
H 2.3087 -4.0485 -1.5467 0.003 -0.005 -0.020
H -2.5514 0.1951 -2.7838 0.037 -0.008 -0.009
H -1.2116 -1.6890 -3.0517 0.023 0.054 -0.027
H -1.6894 -3.7301 3.6834 0.018 -0.009 -0.002
H -1.5761 2.1018 -4.6464 0.003 0.011 -0.004
H -4.1106 2.7894 -0.7734 0.023 -0.025 -0.028
Ge -2.8734 -2.2597 1.9917 -0.050 -0.037 -0.061
H 6.3972 -3.1516 -0.6309 0.007 -0.008 0.011
C -0.7872 1.3683 -4.5421 -0.040 -0.073 0.016
H -4.7158 -3.7979 2.8419 -0.004 0.003 -0.008
H -4.3921 1.3905 -3.8558 -0.014 0.018 0.002
H 3.8113 -3.5698 -2.3443 0.002 -0.007 0.004
Si 4.0394 -3.4267 0.1218 -0.037 0.010 -0.006
N -1.6040 1.2678 1.0121 0.161 0.096 0.108
Ge -2.2616 -1.4272 -0.2106 0.341 0.358 -0.043
C -1.9977 -4.2409 -0.9759 0.030 -0.014 -0.038
C 0.9442 0.3970 -3.1959 0.022 -0.108 -0.079
C -0.4886 2.2262 -2.2031 0.140 0.143 -0.048
H -6.9399 0.4839 -0.5336 -0.001 -0.006 -0.008
O -0.0987 1.8918 -1.0173 -0.121 -0.093 0.007
C -0.0994 1.3035 -3.3356 -0.008 -0.054 0.048
H 6.3029 -3.2089 1.1365 0.009 -0.007 -0.009
C 4.6918 -0.6075 0.2168 -0.046 -0.022 -0.001
Cl 0.9287 -1.5244 -6.6921 -0.005 -0.020 -0.022
H -3.4507 -1.2617 4.2440 -0.008 0.018 -0.004
C -1.8401 -2.9243 -1.4038 -0.061 -0.037 0.023
H 1.5071 0.3610 -2.2737 -0.039 0.032 0.016
C 3.3968 -4.1146 -1.4929 0.016 0.006 0.005
C -3.6776 -0.3499 -1.0322 -0.088 -0.117 0.059
H 3.4963 -3.7947 2.5164 0.000 -0.004 -0.004
C -1.4063 -3.3436 2.7025 0.009 -0.006 0.041
H -4.2499 4.4956 -0.3147 -0.012 -0.015 0.019
C -3.2434 -0.8201 3.2673 0.004 0.002 0.004
H -2.1053 4.2468 2.7752 0.010 0.010 -0.002
H -4.3572 -4.1922 1.1562 -0.003 0.007 -0.004
S 0.8743 -1.9900 0.0107 0.420 0.054 -0.141
H -5.1095 3.8783 1.9990 -0.002 0.000 -0.001
C -1.6955 -5.3079 -1.8151 0.015 0.023 -0.008
C -2.4290 4.4744 1.7590 -0.066 -0.053 0.017
H -1.1770 -4.1849 2.0486 0.008 0.002 0.006
C -4.5508 0.9288 -2.8892 0.013 -0.026 -0.044
C -3.5886 3.6263 -0.3104 0.013 0.089 0.134
H -1.8226 -6.3240 -1.4629 0.000 -0.001 -0.002
H 6.1563 -4.6901 0.1928 -0.008 0.006 -0.002
H 5.7274 -0.9283 0.2233 -0.007 0.007 0.001
C -1.0669 -3.7597 -3.5395 0.018 -0.003 -0.035
C 5.8962 -3.6295 0.2140 0.023 0.012 0.006
H -5.0406 2.1768 1.5218 0.022 0.001 0.006
N 2.0996 0.2567 0.1984 -0.025 -0.071 0.104
H 2.0841 -1.1775 -4.1216 -0.013 -0.003 -0.014
C 0.5466 -0.4165 -5.4061 -0.017 0.056 0.038
H -0.5039 -2.7412 2.8075 -0.007 0.002 -0.003
Pt -0.2249 -0.0415 0.0137 -0.687 -0.252 0.021
H -1.0248 0.5301 -6.5127 0.006 0.000 0.011
H -1.5577 4.6916 1.1426 0.025 0.023 0.031
C -5.7909 1.0112 -2.2697 0.021 0.012 -0.009
C -1.2295 -5.0678 -3.0986 -0.014 0.010 0.021
H -4.1120 -0.2367 2.9611 -0.007 0.029 -0.010
H 2.1410 -4.2633 1.4832 -0.003 0.002 0.018
H -6.6067 1.5340 -2.7526 0.004 0.003 0.001
C 4.4100 0.7534 0.2126 -0.049 -0.058 -0.003
C -2.3365 2.1386 1.1243 -0.080 0.082 -0.136
H 3.5497 -5.3213 1.6293 -0.017 0.003 -0.009
C -4.4897 -3.3726 1.8619 -0.005 -0.042 0.069
H 2.7766 2.1868 0.1812 0.031 0.000 0.005
C -1.3672 -2.7011 -2.6974 0.001 0.010 -0.001
C 1.2763 -0.4659 -4.2307 0.000 -0.001 0.022
H 5.2002 1.4906 0.2095 -0.002 0.005 -0.003
C -3.5070 0.2479 -2.2784 -0.036 0.091 -0.008
H -2.6918 3.8592 -0.8850 -0.037 -0.107 -0.086
C 3.2283 -4.2783 1.5746 0.019 0.003 0.002
H -0.7015 -3.5636 -4.5406 0.011 0.005 0.007
O -1.0919 3.2610 -2.4604 -0.033 -0.106 0.001
C 2.3816 -1.0541 0.1807 -0.090 0.013 -0.039
H -5.3496 -2.7863 1.5382 0.006 -0.002 0.000
H -2.3541 -4.4512 0.0257 -0.010 0.006 -0.006
C -3.2261 3.3108 1.1515 0.065 0.029 -0.040
```
Forces are in eV/Å.

Computed properties:
LUMO (alpha / beta) = 0.125 / -1.193 eV
Expectation value of S² = 0.757
Electronic energy = -7041.1989 Ha
HOMO level (alpha / beta) = -8.019 / -8.403 eV
Max |F| = 0.73 eV/Å
2S+1 = 2

[2]
A structure of composition C35H44CsF10N3O3P in a non-equilibrium geometry. Source: the OMol25 dataset; level of theory: ωB97M-V/def2-TZVPD.

XYZ file:
```
97
Properties=species:S:1:pos:R:3:forces:R:3
H -0.0340 1.9171 2.5756 0.224 0.076 0.066
O -0.2667 -2.5655 2.3254 0.189 -0.987 1.159
C -3.6623 0.6644 3.0326 -0.040 -0.079 0.104
H 2.8029 2.1228 -2.8131 -0.072 -0.014 -0.001
F 4.8421 2.1632 -1.7632 0.041 0.085 -0.047
H 0.2972 0.2956 7.1947 -0.022 0.016 0.005
C 4.0566 0.6670 -0.0439 -0.077 -0.055 0.066
H 1.4407 1.0503 6.0926 -0.028 -0.004 0.018
C 1.0536 2.3059 -0.7756 -0.038 -0.090 0.018
H -3.3277 -2.8135 3.1082 -0.008 -0.008 -0.007
C -4.7598 4.0327 3.1353 0.041 -0.067 -0.003
F 5.0710 -3.7078 -3.8165 -0.073 0.044 0.012
C 0.1165 -0.3685 5.1442 -0.233 0.118 0.044
F 4.0494 -1.8078 -5.4996 -0.020 0.012 -0.022
P -2.0970 1.4714 2.4972 0.112 -0.471 -0.632
H 0.3969 1.8937 -0.0045 -0.018 0.013 -0.021
C 2.4464 2.5143 -0.1760 0.054 -0.202 -0.003
C -3.2192 -1.8097 3.5209 0.019 0.118 0.014
C -3.9610 -1.6930 4.8494 -0.062 0.025 -0.028
H -0.3399 2.6721 6.7553 0.017 0.001 -0.001
C -4.4467 3.6377 0.6884 -0.003 -0.121 0.060
H -4.4483 -0.1966 6.3406 -0.009 -0.001 0.000
C -3.8348 -0.2897 5.4400 0.041 -0.037 -0.082
C 1.8733 -2.9212 -2.2586 0.043 -0.094 -0.098
C 1.7524 1.9555 -3.0461 -0.035 0.012 -0.060
C -3.2496 3.9857 3.3881 -0.049 -0.004 -0.142
H -5.2270 4.6606 3.8980 -0.010 0.016 -0.006
H -0.8907 0.8465 -1.3587 0.063 -0.010 0.020
N 0.1862 -1.3095 -2.5946 -0.153 -0.195 -0.585
C 5.4578 -1.3508 0.2967 0.009 0.036 -0.154
F 7.2919 -1.7406 -1.1260 0.028 -0.006 0.000
H 2.3117 3.1850 0.6771 0.005 0.031 0.076
F 3.6734 -0.9125 1.6801 -0.329 -0.119 0.323
H -1.5709 1.6027 6.0971 0.070 0.013 -0.002
H -5.0235 -1.9186 4.6831 0.032 0.009 0.019
H -2.1414 -1.6797 3.6599 -0.039 0.009 0.006
C -2.4437 3.2622 2.2861 -0.055 0.191 -0.078
H -5.3323 0.7737 4.3534 -0.005 -0.005 -0.021
H -5.1932 3.0346 3.2489 0.002 0.027 0.019
H -3.5913 -2.4316 5.5648 0.011 0.011 0.000
C 3.0823 -3.5249 -2.5035 -0.151 -0.062 0.187
H -2.4855 2.8739 0.1613 -0.004 -0.021 0.017
H -0.2898 -0.6101 3.0674 0.074 -0.079 -0.182
F 1.7071 -0.6797 -5.1213 0.043 -0.027 -0.003
H 1.7113 1.2645 -3.8854 0.002 0.032 0.040
H 0.7722 2.7753 4.5504 -0.028 0.033 -0.026
C -3.7527 -0.7880 2.5223 -0.060 0.003 0.129
C -0.4363 -0.1570 -3.2063 0.241 -0.106 0.077
H -1.5097 -0.3528 -3.3231 -0.017 0.011 -0.003
H -2.5337 4.5757 0.5866 -0.031 -0.016 0.043
C 4.9756 1.0222 -1.0838 -0.072 -0.119 0.027
C -0.2917 2.5105 4.6035 0.065 -0.117 0.003
H -4.0151 1.7835 4.8876 0.025 0.033 0.011
C 0.1309 0.1533 3.7126 0.219 0.282 -0.051
N 1.0364 1.4049 -1.9100 -0.017 0.072 -0.063
F 5.7261 -2.4705 0.9611 -0.016 0.007 0.032
C 1.3035 -1.8480 -3.0331 -0.218 0.133 0.145
H 0.6638 3.3048 -1.0521 -0.029 0.055 0.043
H -0.8416 1.9169 -2.7691 0.037 0.048 0.059
H -2.8078 -0.1278 5.7595 0.180 -0.030 -0.003
H 3.1020 3.0152 -0.8820 0.031 -0.004 -0.029
H -6.1632 4.6108 1.5913 -0.024 -0.023 0.005
F 6.8402 0.5726 -2.4362 -0.005 0.016 -0.005
H 0.8175 -1.2020 5.2086 0.043 0.043 0.015
O 1.0228 -2.9139 2.3539 -0.668 -0.532 1.140
H -1.4210 3.6480 2.3271 0.048 0.058 0.043
C -0.5455 1.5161 3.4613 0.163 -0.006 0.245
H 1.3151 2.9202 -3.3712 0.014 -0.019 0.000
H -0.8616 -0.7965 5.3591 -0.172 -0.082 0.043
C -0.3372 1.0608 -2.2770 -0.011 -0.125 0.016
H -2.8871 5.0183 3.4533 -0.007 0.002 -0.055
C 2.1208 -1.5761 -4.1780 0.037 0.071 0.026
C 6.2686 -0.9782 -0.7681 0.029 0.018 -0.061
H -0.0711 0.1059 -4.2016 0.018 -0.003 0.009
H -3.0546 3.5451 4.3686 0.035 0.010 -0.023
H -4.6826 5.5614 1.6193 -0.042 -0.032 0.005
H -4.6845 3.9776 -0.3217 -0.005 0.023 0.000
C 3.8544 -3.1523 -3.5886 0.192 -0.077 -0.035
H -4.8752 2.6334 0.7801 0.031 -0.002 -0.014
C -5.0829 4.5451 1.7348 0.116 0.080 0.024
H -3.2377 -0.8671 1.5669 0.026 -0.002 -0.001
F 1.1389 -3.3856 -1.2018 0.511 -1.611 -1.492
C -4.2412 0.8074 4.4572 -0.005 -0.063 -0.125
C 0.4025 0.7074 6.1879 0.002 0.084 -0.061
H -4.3045 1.2582 2.3740 -0.134 -0.050 -0.029
Cs 0.7380 -1.4819 0.2850 -0.017 3.247 -0.273
C -0.5232 1.9138 5.9897 -0.029 -0.118 -0.063
C 6.0256 0.2145 -1.4426 0.017 -0.062 0.045
H -0.8365 3.4441 4.4609 -0.086 -0.001 0.048
H 1.1753 0.2867 3.4036 -0.026 -0.155 0.020
N 2.9507 1.2678 0.3678 0.119 0.132 -0.018
C 3.3366 -2.1795 -4.4177 0.009 0.141 -0.184
C 4.3992 -0.5520 0.6469 0.112 0.235 -0.274
F 3.5302 -4.4934 -1.6860 -0.025 -0.013 0.031
C -2.9302 3.5881 0.8552 -0.002 0.144 0.054
O -1.7119 0.8691 1.1685 -0.198 0.243 0.438
H -4.8155 -0.9994 2.3391 0.037 0.006 0.019
```
Forces are in eV/Å.

Computed properties:
Net charge = -1
LUMO (alpha / beta) = 0.490 / 1.877 eV
Electronic energy = -3110.0741 Ha
HOMO level (alpha / beta) = -3.626 / -3.618 eV
Max |F| = 3.26 eV/Å

Relative energy (zero: lowest compared OMol25 entry of this formula, charge and spin) per entry: 9.5, 0.0 kcal per mole